1.
# C9H10N2O4STi

C9H10N2O4STi as an isolated structure at a distorted geometry (ωB97M-V with the def2-TZVPD basis set, the OMol25 dataset).

```
27
Properties=species:S:1:pos:R:3:forces:R:3
Ti -0.1577 -0.9120 -0.4385 -0.1 0.1 -0.9
O 0.0090 2.3439 -0.3639 -0.3 -5.1 -0.7
C -0.0576 1.1836 -0.4654 0.4 6.3 1.2
C -0.2426 -2.9479 -0.9518 -0.4 -6.7 0.2
O -0.2980 -4.1077 -0.9685 0.3 5.2 -0.2
C 1.8741 -0.8033 -0.8548 6.3 -0.1 0.6
O 3.0156 -0.8044 -0.7013 -4.1 0.1 -0.9
C -2.1529 -0.6151 -0.9620 -8.0 0.6 0.6
O -3.3096 -0.5128 -0.8242 5.9 -0.4 -1.0
C -0.1055 -0.0476 -5.6253 -0.1 -1.0 -0.1
H -1.0091 0.5661 -5.6627 0.3 -0.2 0.1
H 0.8528 0.4773 -5.6424 -0.3 -0.2 0.1
C -0.1698 -1.3962 -5.6844 0.0 1.0 0.0
H 0.7347 -2.0067 -5.7501 -0.3 0.2 0.1
H -1.1274 -1.9164 -5.7710 0.3 0.2 0.1
S -0.2636 -1.5580 1.7469 0.2 0.4 0.5
C 0.0024 -0.0642 2.6263 0.2 0.4 1.5
N 1.1925 0.3574 3.0694 -0.8 -0.8 -1.3
C 1.0655 1.5611 3.8930 0.5 0.4 0.4
C -0.4588 1.7976 3.9272 -0.3 0.6 0.3
N -0.9760 0.6866 3.1286 0.1 -0.9 -1.3
H 2.0357 -0.0830 2.7174 0.0 0.3 0.5
H 1.5896 2.4108 3.4252 -0.1 -0.4 0.3
H 1.4736 1.3693 4.8966 -0.1 0.1 -0.4
H -0.7201 2.7658 3.4673 0.0 -0.4 0.3
H -0.8654 1.7406 4.9482 0.1 0.1 -0.4
H -1.9316 0.5152 2.8202 0.3 0.3 0.6
```
Positions in Å, forces in eV/Å.

As for the multiplicity: 3. The energy above the lowest of the compared OMol25 structures with the same formula, charge and spin comes out at 0.0 kcal/mol. As for the total charge: +2. As for the LUMO energy (spin up / spin down): -9.59 / -9.92 eV. The largest force on an atom comes out at 8.00 eV/Å. Its highest occupied orbital energy (spin up / spin down) is -14.92 / -14.93 eV.

These are the Mulliken partial charges, in e, on atoms 1 to 5: -0.405 -0.178 0.465 0.544 -0.152

---

2.
# C20H12Cl3N4Pd

C20H12Cl3N4Pd as an isolated structure (ωB97M-V with the def2-TZVPD basis set, the OMol25 dataset).

```
40
Properties=species:S:1:pos:R:3:forces:R:3
Pd -0.1701 -1.0963 -0.2695 -0.2 0.0 0.5
C -2.1673 -1.4490 3.5432 0.0 0.0 0.1
C -1.5700 -1.8011 2.3271 0.0 0.0 -0.1
N -0.9458 -0.9099 1.5675 -0.6 0.5 0.1
C -0.8691 0.3849 1.9789 0.3 -0.2 -0.2
C -1.4780 0.8221 3.1565 0.0 0.0 0.0
C -2.1421 -0.1401 3.9561 0.0 0.0 0.0
C -1.4139 2.2069 3.4504 0.0 0.1 0.0
C -0.7966 3.1097 2.5897 0.0 -0.1 0.0
C -0.1359 2.6664 1.4562 0.1 0.0 0.0
C -0.0814 1.2868 1.1741 0.0 -0.2 -0.2
N 0.6116 0.6591 0.1777 0.6 0.1 0.6
C 1.6448 1.0488 -0.5790 -0.2 0.0 -0.4
C 2.4209 2.2360 -0.4339 -0.1 0.0 0.0
C 3.4359 2.5128 -1.3172 0.0 -0.1 -0.2
C 3.7375 1.6160 -2.3487 0.0 0.2 0.1
C 3.0489 0.3916 -2.5084 0.0 0.0 0.0
C 3.4061 -0.5729 -3.4785 -0.1 -0.1 0.0
C 2.7261 -1.7676 -3.5053 0.2 0.1 0.0
C 1.6896 -1.9789 -2.5974 -0.2 0.0 0.1
N 1.3139 -1.0708 -1.6941 -0.2 0.5 -0.5
C 1.9942 0.1035 -1.6331 0.0 -0.1 0.4
H -2.6549 -2.2164 4.1279 0.0 0.0 0.0
H -1.6027 -2.8185 1.9568 0.0 0.0 0.0
H -2.6159 0.1590 4.8833 0.0 0.0 0.0
H -1.8941 2.5751 4.3502 0.0 0.0 0.0
H -0.8424 4.1683 2.8058 0.0 0.0 0.0
H 0.2871 3.3849 0.7688 0.0 0.0 0.0
H 2.2542 2.9042 0.3978 0.0 0.0 0.1
H 4.0265 3.4113 -1.2021 0.0 0.0 0.0
H 4.5512 1.8491 -3.0275 0.0 0.0 0.0
H 4.2154 -0.3720 -4.1703 0.0 0.0 0.0
H 2.9749 -2.5434 -4.2159 0.0 0.0 0.0
H 1.1362 -2.9102 -2.5947 0.0 0.0 -0.1
Cl -4.6730 -4.3070 -0.8092 0.0 0.0 0.0
C -4.4109 -2.7807 -1.6405 0.4 0.2 0.2
Cl -4.3694 -2.9628 -3.3833 0.0 0.0 0.0
Cl -5.5657 -1.5544 -1.1335 0.0 0.0 0.0
C -3.0564 -2.3041 -1.2224 -0.3 -0.1 -0.1
N -2.0192 -1.9402 -0.9036 0.5 -0.6 -0.2
```
Positions in Å, forces in eV/Å.

As for the multiplicity: 1. The energy above the lowest of the compared OMol25 structures with the same formula, charge and spin comes out at 0.0 kcal/mol. As for the total charge: +3. As for the LUMO energy (spin up / spin down): -13.06 / -13.07 eV. The largest force on an atom comes out at 0.85 eV/Å. Its highest occupied orbital energy (spin up / spin down) is -18.42 / -18.42 eV.

These are the Mulliken partial charges, in e, on atoms 1 to 5: 1.109 -0.851 -0.220 -0.147 1.035

---

3.
# C51H49F57N3O10PS

A 8-piece molecular cluster, C51H49F57N3O10PS overall at a distorted geometry (ωB97M-V with the def2-TZVPD basis set, the OMol25 dataset).

```
172
Properties=species:S:1:pos:R:3:forces:R:3
C -3.4031 7.4461 0.6187 -0.4 -1.5 0.3
C -3.3892 5.7796 0.5213 -2.9 -2.2 -2.9
O -4.2100 5.0712 -0.2752 5.0 4.5 4.7
N -2.3544 5.0889 1.4272 -2.1 -0.5 -1.5
C -3.2194 4.3403 2.4421 -1.1 0.5 1.0
C -1.5527 4.1344 0.5673 1.2 -0.5 -0.8
C 0.0327 4.0581 1.0916 -0.8 0.2 0.9
C 0.9241 5.3513 0.6014 0.9 -0.4 0.6
C 2.1416 4.9380 -0.4675 -0.7 2.2 0.4
N 1.6925 3.9271 -1.4994 0.8 0.3 0.4
C 2.3027 2.5403 -1.4487 0.9 -1.5 1.1
O 2.9643 1.9399 -0.4501 -4.2 4.3 -6.3
C 1.9189 1.9619 -2.9345 -1.4 -0.5 -3.9
C 2.2240 0.5372 -3.6861 -2.1 3.0 -0.9
C 3.0352 -0.6601 -2.9074 0.3 0.8 0.0
N 3.8241 -1.4619 -3.9230 -0.7 -0.8 0.8
C 1.6386 0.3681 -5.2384 -0.6 3.0 1.5
C 0.8282 1.5607 -6.0365 1.0 1.3 3.8
P 0.2061 1.2601 -7.8240 0.0 -1.6 0.6
S 1.0103 -0.3643 -8.6032 -0.1 0.7 0.3
C 0.5126 3.0204 -5.2856 1.9 -2.2 2.6
F -0.2132 4.1475 -5.9404 2.4 -3.9 2.1
C 1.0700 3.1470 -3.7325 0.2 -1.6 -1.2
C 0.9120 4.4291 -2.6957 -1.7 1.1 -1.6
O 0.2199 5.5567 -2.9095 4.8 -7.0 2.1
H -3.3619 7.7255 1.7725 -0.1 -0.6 -2.5
H -2.4333 7.8741 0.1152 -1.9 -1.0 0.9
H -4.3926 7.8325 0.0958 2.3 -0.9 1.3
H -2.5800 3.7349 3.2237 -1.1 1.2 -1.9
H -3.8001 5.1653 3.0785 1.4 -1.9 -1.9
H -4.0539 3.6635 1.9242 2.0 1.2 1.0
H -1.5316 4.5612 -0.5446 -0.1 -1.1 2.3
H -2.0411 3.0547 0.5660 1.0 2.2 -0.1
H 0.4788 3.0192 0.7864 -0.7 2.1 0.4
H 0.0208 4.0820 2.2851 -0.1 -0.2 -2.6
H 0.2374 6.2000 0.1783 1.3 -1.8 0.6
H 1.5024 5.8046 1.5422 -1.4 -0.9 -2.0
H 3.1285 4.6498 0.1073 -2.2 0.0 -1.4
H 2.3809 5.9389 -1.0663 -0.4 -2.2 1.2
H 2.3406 -1.3338 -2.2296 1.1 1.7 -1.4
H 3.8313 -0.1272 -2.2013 -1.9 -1.1 -1.5
H 4.2536 -2.2936 -3.4315 -0.7 1.4 -0.7
H 3.2105 -1.8824 -4.6550 0.5 0.5 1.0
H 1.8145 -0.6585 -5.8170 -0.5 2.7 1.2
H 0.3577 2.4297 -8.6633 -0.2 -0.4 1.0
H -1.2319 0.9924 -7.7082 1.1 0.9 0.1
F -3.3859 11.9190 -3.5159 -0.2 0.1 0.5
C -3.8351 11.5039 -2.3111 -0.3 1.1 0.2
F -3.5253 12.4910 -1.4273 0.0 -0.4 0.1
C -3.2103 10.1822 -1.8786 0.9 -0.5 0.0
F -1.8668 10.3021 -1.7061 -0.4 0.2 -0.1
F -3.7128 9.8560 -0.6458 -0.3 0.7 -0.5
C -3.4941 8.9949 -2.8111 -0.2 -1.1 0.1
O -2.4715 8.6811 -3.7606 -0.1 1.7 -0.9
C -2.5037 9.4420 -4.9668 -1.3 -1.5 0.9
F -3.6635 10.1387 -5.0236 0.6 -0.2 -0.6
F -2.5663 8.5318 -5.9761 0.5 0.6 0.3
C -1.2650 10.3272 -5.1453 0.8 0.6 0.0
F -1.1194 11.2004 -4.1156 0.0 -0.5 -0.3
F -1.3553 11.0763 -6.2774 -0.3 -0.4 0.2
H -4.9266 11.4318 -2.3519 0.1 -0.2 0.0
H -3.5503 8.1051 -2.1719 0.2 0.2 -0.1
H -4.4843 9.0556 -3.2795 0.3 0.3 0.1
H -0.3550 9.7237 -5.2051 -0.2 -0.2 0.0
F 2.1167 -6.2248 -3.0965 0.1 0.5 -0.3
C 1.7801 -4.9660 -3.4538 0.6 -0.2 -0.8
F 2.9288 -4.3674 -3.8707 -0.2 0.2 0.2
C 1.1528 -4.1813 -2.3071 0.0 0.1 1.1
F 2.0325 -4.0096 -1.2844 -0.1 -0.1 -0.5
F 0.8638 -2.9206 -2.7606 -0.1 -0.5 -0.4
C -0.1524 -4.7731 -1.7540 -1.0 0.4 0.4
O -0.0310 -5.5766 -0.5771 1.1 -1.4 -0.8
C 0.3158 -6.9418 -0.8027 -1.7 1.2 -0.5
F 0.2194 -7.2135 -2.1259 0.0 -0.5 0.7
F -0.6592 -7.6750 -0.2001 0.8 0.1 0.1
C 1.6811 -7.3143 -0.2137 0.9 0.3 0.5
F 2.6766 -6.5494 -0.7313 -0.5 -0.2 0.3
F 2.0012 -8.6065 -0.4939 -0.5 0.0 -0.1
H 1.1061 -5.0164 -4.3149 -0.1 0.1 0.1
H -0.7687 -3.9226 -1.4370 0.4 -0.1 0.1
H -0.7510 -5.2681 -2.5288 0.4 0.0 0.1
H 1.6895 -7.1866 0.8724 -0.2 0.1 -0.3
F 4.0340 -10.8365 2.6415 0.0 0.4 -0.1
C 3.3211 -9.7742 2.2069 0.9 0.5 -0.6
F 4.1145 -8.6832 2.3852 -0.4 0.0 0.1
C 2.0047 -9.6076 2.9575 -0.4 -0.2 1.1
F 2.2152 -9.3465 4.2753 0.1 -0.1 -0.5
F 1.3666 -8.5015 2.4596 0.2 -0.3 -0.2
C 1.0304 -10.7882 2.8279 -1.1 -0.1 -0.2
O 1.0361 -11.7308 3.9035 1.8 -0.6 -0.3
C 2.0374 -12.7436 3.8228 -1.8 0.4 -1.2
F 2.6118 -12.7060 2.5970 0.0 -0.6 0.6
F 1.3707 -13.9280 3.8853 0.6 0.4 0.4
C 3.0578 -12.6640 4.9640 0.7 0.2 0.8
F 3.6922 -11.4637 4.9873 -0.4 -0.4 0.0
F 4.0255 -13.6100 4.8247 -0.5 0.1 -0.3
H 3.1526 -9.8841 1.1308 -0.2 0.0 0.1
H 0.0203 -10.3606 2.8499 0.3 0.0 0.2
H 1.0951 -11.2812 1.8499 0.3 0.2 0.3
H 2.5749 -12.8077 5.9347 -0.2 0.0 -0.2
F -4.5367 -2.8417 -8.7727 -0.5 -0.1 0.2
C -5.7453 -2.3778 -8.3858 -0.2 -1.0 0.6
F -6.5768 -3.4545 -8.3592 -0.1 0.3 -0.1
C -6.2870 -1.3056 -9.3244 -0.2 0.3 -1.0
F -6.5085 -1.8034 -10.5703 0.2 -0.1 0.5
F -7.5156 -0.9134 -8.8602 0.5 -0.2 0.3
C -5.4207 -0.0418 -9.4341 -0.2 1.1 -0.1
O -4.5374 0.0210 -10.5573 1.1 -1.5 0.5
C -3.2850 -0.6403 -10.3871 -0.9 1.7 0.9
F -3.1348 -0.9826 -9.0855 0.6 0.1 -0.7
F -2.3338 0.2999 -10.6370 -0.3 -0.6 -0.3
C -3.1034 -1.8258 -11.3419 0.1 -0.9 -0.6
F -4.0807 -2.7546 -11.1805 0.3 0.5 -0.1
F -1.9231 -2.4632 -11.1148 -0.3 0.6 0.2
H -5.6628 -2.0024 -7.3608 0.0 0.2 -0.1
H -6.1122 0.7959 -9.5882 0.0 -0.3 -0.2
H -4.9077 0.1991 -8.4948 -0.1 -0.4 -0.2
H -3.1208 -1.4975 -12.3849 0.0 0.2 0.2
F 8.0114 -10.8074 1.7599 -0.1 0.1 0.5
C 7.5623 -11.2226 2.9647 -0.4 1.0 0.3
F 7.8721 -10.2354 3.8484 0.1 -0.4 0.1
C 8.1870 -12.5442 3.3972 0.9 -0.5 0.1
F 9.5305 -12.4244 3.5696 -0.4 0.2 -0.1
F 7.6845 -12.8705 4.6299 -0.3 0.3 -0.4
C 7.9033 -13.7315 2.4646 -0.3 -1.1 0.2
O 8.9258 -14.0454 1.5152 -0.1 1.7 -1.0
C 8.8936 -13.2844 0.3090 -1.3 -1.4 0.9
F 7.7339 -12.5877 0.2522 0.6 -0.2 -0.6
F 8.8310 -14.1947 -0.7004 0.5 0.6 0.2
C 10.1324 -12.3992 0.1305 0.8 0.7 0.0
F 10.2779 -11.5261 1.1601 0.0 -0.6 -0.3
F 10.0420 -11.6502 -1.0016 -0.3 -0.5 0.2
H 6.4707 -11.2947 2.9238 0.1 -0.2 0.0
H 7.8470 -14.6214 3.1039 0.2 0.3 0.0
H 6.9131 -13.6709 1.9962 0.3 0.3 0.1
H 11.0424 -13.0028 0.0707 -0.2 -0.2 0.0
F -6.1800 3.0822 7.0948 -0.1 0.3 -0.5
C -5.8297 3.9897 6.1571 -1.0 -0.1 -0.4
F -6.4523 3.6110 5.0080 0.3 0.1 0.0
C -4.3211 4.0628 5.9498 0.8 -0.6 0.1
F -3.8289 2.8886 5.4723 -0.4 0.2 0.1
F -4.0690 4.9923 4.9746 -0.6 0.1 1.0
C -3.5156 4.4789 7.1899 0.9 0.6 0.0
O -2.9336 3.4156 7.9491 -1.7 -0.8 0.5
C -3.7986 2.8015 8.9028 0.9 2.0 -0.2
F -4.9245 3.5436 9.0263 0.4 -0.7 0.5
F -3.1568 2.8969 10.0987 -0.3 -0.6 -0.5
C -4.0844 1.3292 8.5858 -0.3 -0.9 -0.3
F -4.6548 1.1808 7.3624 0.4 0.1 0.4
F -4.9532 0.7927 9.4849 0.3 0.5 0.0
H -6.2379 4.9638 6.4449 0.2 0.0 0.0
H -2.6542 5.0505 6.8228 -0.3 -0.4 -0.1
H -4.0600 5.1873 7.8266 -0.1 -0.3 -0.2
H -3.1651 0.7373 8.6018 0.1 0.2 0.1
F 0.0971 7.6173 7.8816 -0.6 -0.2 0.2
C -1.2235 7.7290 8.1442 0.3 -0.7 0.6
F -1.7239 6.4637 8.1305 -0.1 0.3 0.0
C -1.9492 8.6031 7.1276 -0.1 0.3 -1.1
F -1.9056 8.0564 5.8832 0.1 -0.1 0.5
F -3.2765 8.6408 7.4676 0.4 -0.1 0.4
C -1.4594 10.0573 7.0558 -0.5 1.0 -0.1
O -0.5258 10.3570 6.0146 1.3 -1.2 0.7
C 0.8386 10.0709 6.3167 -1.3 1.5 0.8
F 0.9538 9.7911 7.6367 0.6 0.2 -0.6
F 1.5122 11.2371 6.1231 -0.1 -0.8 -0.3
C 1.4302 8.9774 5.4199 0.4 -0.8 -0.6
F 0.7369 7.8144 5.5226 0.1 0.6 -0.1
F 2.7136 8.6945 5.7715 -0.4 0.5 0.2
H -1.3453 8.1182 9.1601 -0.1 0.1 -0.1
H -2.3377 10.6688 6.8142 0.1 -0.3 -0.1
H -1.1242 10.4365 8.0291 0.0 -0.4 -0.2
H 1.4215 9.2821 4.3696 -0.1 0.2 0.1
```
Positions in Å, forces in eV/Å.

As for the multiplicity: 1. As for the total charge: 0. As for the SMILES: CC(=O)N(C)CCCCN1C(=O)c2c(CN)cc([PH2]=S)c(F)c2C1=O.FC(F)C(F)(F)COC(F)(F)C(F)F.FC(F)C(F)(F)COC(F)(F)C(F)F.FC(F)C(F)(F)COC(F)(F)C(F)F.FC(F)C(F)(F)COC(F)(F)C(F)F.FC(F)C(F)(F)COC(F)(F)C(F)F.FC(F)C(F)(F)COC(F)(F)C(F)F.FC(F)C(F)(F)COC(F)(F)C(F)F. As for the LUMO energy: -2.01 eV. The largest force on an atom comes out at 8.77 eV/Å. Its highest occupied orbital energy is -8.96 eV.

These are the Mulliken partial charges, in e, on atoms 1 to 5: -0.655 0.533 -0.614 0.285 -1.065

---

4.
# C23H39NdO2Si

C23H39NdO2Si as an isolated structure at a distorted geometry (ωB97M-V with the def2-TZVPD basis set, the OMol25 dataset).

```
66
Properties=species:S:1:pos:R:3:forces:R:3
O 0.3972 -0.8977 -3.2046 0.1 0.6 -2.4
C 0.7286 0.1792 -4.1540 0.1 2.4 0.0
C 0.5770 -0.5270 -5.4448 0.6 -0.9 0.2
H 1.7773 0.4877 -4.0813 -0.5 0.4 0.8
H 0.0050 0.9825 -4.1989 0.4 0.1 1.0
C 0.4373 -1.6855 -4.4466 -0.4 -2.0 -1.5
H 1.4831 -0.4731 -6.0327 0.1 -0.5 -0.2
H -0.2655 -0.2422 -6.0681 -0.3 -0.3 0.3
C 1.6682 -2.5781 -4.4429 -0.3 -0.2 0.2
H 2.6106 -2.0112 -4.3831 -0.4 -0.1 0.0
H 1.6602 -3.1767 -5.3608 0.2 0.0 0.2
H 1.5936 -3.2317 -3.5684 0.2 -0.1 -0.1
C -0.8417 -2.4534 -4.7396 0.1 -0.5 0.3
H -1.7329 -1.8163 -4.8586 0.4 -0.1 0.2
H -0.9941 -3.1742 -3.9388 -0.3 -0.2 0.1
H -0.7112 -3.0201 -5.6759 0.0 0.2 0.3
Nd -0.3797 -0.9854 0.8072 -1.2 2.0 0.8
C -2.2899 -1.3258 2.6993 -0.7 0.3 -0.6
C -2.4213 0.0691 2.4399 -0.2 -0.6 -0.4
C -2.9639 0.2217 1.1277 0.3 -0.4 0.2
H -2.1859 0.8551 3.1516 0.0 -0.2 -0.3
C -3.1731 -1.0795 0.5807 0.2 -0.2 0.5
C -2.7735 -2.0382 1.5565 -0.2 0.4 -0.1
H -2.9295 -3.1207 1.4776 0.2 0.6 0.0
H -2.0245 -1.7812 3.6462 0.2 0.1 -0.2
H -3.2567 1.1518 0.6487 0.2 -0.1 0.1
H -3.6326 -1.3350 -0.3742 0.2 0.2 0.2
C 0.7284 -2.5054 2.6379 0.5 -0.5 -0.6
C -0.0207 -3.3666 1.7667 1.3 -0.5 0.3
C 0.6211 -3.3673 0.4934 0.5 0.1 0.5
H -0.8378 -4.0249 2.0710 0.3 0.5 -0.2
C 1.7430 -2.4767 0.5614 0.0 -0.5 0.6
C 1.8180 -1.9557 1.8849 -0.3 -0.7 -0.1
H 2.5843 -1.2723 2.2524 -0.4 -0.3 -0.2
H 0.5604 -2.3792 3.7123 -0.1 0.2 -0.6
H 0.3787 -4.0063 -0.3509 -0.1 0.3 0.1
H 2.4587 -2.2768 -0.2334 -0.3 0.0 0.1
O 0.2120 2.1541 -2.6456 -1.0 -0.1 2.2
C -0.9455 1.6029 -1.8795 0.3 0.4 -0.4
C -1.9388 2.7063 -2.2324 1.0 -0.1 0.2
H -0.6905 1.5875 -0.7785 -0.2 0.2 -0.8
H -1.2853 0.6045 -2.1620 0.6 0.0 -0.5
C -1.1492 3.8806 -1.6491 -0.1 0.9 0.2
H -2.9813 2.5939 -1.9825 -0.2 0.0 0.6
H -1.8768 2.7521 -3.3215 -0.2 0.1 0.0
C 0.3570 3.4402 -1.9995 -0.1 -0.4 0.5
H -1.3321 3.9576 -0.5330 0.5 -0.2 -1.2
H -1.5132 4.8296 -2.0877 0.6 -0.3 0.2
H 0.9202 3.2146 -1.0711 -0.3 0.6 -0.2
H 1.0214 4.0607 -2.6446 -1.0 -0.2 0.4
C 2.6546 0.2911 4.5120 0.3 -0.1 0.0
Si 1.1917 1.3457 3.9503 -0.2 -0.1 -0.5
C -0.1280 0.9959 5.2513 -0.2 0.1 0.1
C 1.7796 3.1252 4.2466 0.0 0.1 0.0
C 0.5870 1.0020 2.1866 0.2 0.1 -0.6
H 2.6376 0.1984 5.6094 0.0 0.1 -0.3
H 3.6046 0.7823 4.2550 -0.2 -0.2 0.0
H 2.6571 -0.7226 4.0966 0.0 0.2 0.2
H 0.3412 0.8836 6.2416 -0.1 0.0 -0.3
H -0.8479 1.8226 5.3311 0.0 -0.2 0.0
H -0.6781 0.0732 5.0312 0.0 0.1 0.1
H 2.6267 3.3743 3.5917 -0.2 0.0 0.1
H 0.9829 3.8620 4.0697 0.2 -0.2 0.0
H 2.1221 3.2534 5.2843 -0.1 -0.1 -0.2
H 1.4398 1.1771 1.4689 -0.2 0.0 0.5
H -0.1652 1.7884 1.9030 0.4 -0.4 0.3
```
Positions in Å, forces in eV/Å.

As for the multiplicity: 4. As for the total charge: 0. As for the LUMO energy (spin up / spin down): 0.29 / 0.30 eV. The largest force on an atom comes out at 2.57 eV/Å. Its highest occupied orbital energy (spin up / spin down) is -7.58 / -7.57 eV.

These are the Mulliken partial charges, in e, on atoms 1 to 5: -0.218 -0.307 -1.152 0.181 0.275